1.
Formula: C3H3NO2S2
Source: the OMol25 dataset
Level of theory: the ωB97M-V functional and the def2-TZVPD basis

Geometry (Å):
C: 2.0108 0.3122 0.0128
C: 0.8428 0.9746 0.5469
C: -1.1370 0.1050 0.0859
H: 2.8984 0.9857 -0.1944
H: 1.2055 1.3998 1.4545
H: -1.6057 1.7188 -1.2230
N: -0.8211 1.1922 -0.7467
O: 0.1701 1.8879 -0.1974
O: -0.1533 0.0241 0.9360
S: 1.9597 -1.3220 -0.2779
S: -2.4087 -0.9341 -0.0091

Its spin multiplicity is 1.

Results of the natural (NBO) charge analysis, in e, for atoms 1 through 8: number 1, C, carries -0.3201; number 2, C, carries 0.2596; number 3, C, carries 0.3418; number 4, H, carries 0.2261; number 5, H, carries 0.1976; number 6, H, carries 0.4259; number 7, N, carries -0.3512; number 8, O, carries -0.3335


2.
Formula: C3H3NO3
Source: the OMol25 dataset
Level of theory: the ωB97M-V functional and the def2-TZVPD basis

Geometry (Å):
N: -0.4531 -0.2598 -1.1691
C: 0.3041 -0.1424 -0.2118
O: -0.0615 0.1591 1.0725
C: -1.3935 0.5261 1.1694
O: -2.1704 -0.1164 1.8037
C: 1.7958 -0.3366 -0.3852
O: 2.6425 -0.0695 0.4219
H: -1.0422 -0.4852 -1.9297
H: -1.6011 1.4685 0.6290
H: 1.9794 -0.7438 -1.4007

Its spin multiplicity is 1.

Results of the natural (NBO) charge analysis, in e, for atoms 1 through 8: number 1, N, carries -0.7559; number 2, C, carries 0.4902; number 3, O, carries -0.5129; number 4, C, carries 0.6603; number 5, O, carries -0.4956; number 6, C, carries 0.3659; number 7, O, carries -0.4526; number 8, H, carries 0.4504


Calculated HOMO level (eV), listed in the same order as above: -8.8 -10.0
Calculated energy relative to the best compared isomer or geometry (same formula, charge and spin) (kcal per mole), listed in the same order as above: 77.7 62.8